The following is a DFT calculation (the ωB97M-V functional and the def2-TZVPD basis) of a molecular structure, C4H6Cl10 in a non-equilibrium geometry.

Computed properties:
E_tot in eV: -129456.1769
Strongest force on any atom in eV/Å: 12.35
E_HOMO in eV: -9.376

Geometry (Å):
C: 7.956 -1.568 9.109
Cl: 7.898 -2.330 7.491
Cl: 7.561 -2.711 10.426
Cl: 6.790 -0.219 9.115
H: 8.959 -1.202 9.325
C: 9.935 -1.467 12.147
Cl: 9.781 -1.319 10.367
Cl: 11.668 -1.404 12.728
Cl: 9.067 -2.859 12.799
H: 9.399 -0.599 12.530
C: 8.007 -4.533 11.595
Cl: 6.246 -4.785 11.843
Cl: 8.993 -6.046 11.490
H: 8.151 -3.952 10.684
H: 8.325 -3.960 12.466
C: 7.222 0.978 7.018
Cl: 6.715 2.468 7.843
Cl: 9.054 0.896 7.066
H: 6.833 0.113 7.555
H: 6.819 0.965 6.005

Cartesian forces, eV/Å:
C -5.2 -0.4 -3.4
Cl 0.0 -0.3 0.5
Cl -3.4 7.9 -5.7
Cl -0.2 -2.2 6.2
H -4.2 0.7 -5.2
C 1.7 1.5 1.5
Cl 8.6 0.2 8.8
Cl -1.2 -0.1 -0.4
Cl 6.1 7.6 2.7
H 0.4 0.0 -0.1
C -1.4 -7.0 1.8
Cl 0.1 -0.6 -0.1
Cl -0.5 0.5 0.2
H 2.0 -4.8 1.2
H -3.4 -5.6 -1.9
C 0.9 1.3 -2.6
Cl -0.2 -0.4 -0.3
Cl -1.2 -0.1 -0.3
H 0.5 1.2 -2.7
H 0.7 0.5 -0.2